Formula: C19H18As3CrF18N3O7
Source: the Open Molecules 2025 dataset
Level of theory: ωB97M-V/def2-TZVPD

* 2S+1: 4
* frontier orbital gap (alpha / beta): 0.2724 / 0.2927 Ha
* LUMO level (alpha / beta): -0.24 / 0.43 eV
* charge: -1
* HOMO energy (alpha / beta): -7.7 / -7.5 eV

Geometry (Å):
Cr  13.28  15.21  -13.16
As  12.01  11.57  -13.56
F  12.46  13.31  -13.17
F  12.67  11.21  -12.00
F  11.80  9.82  -13.94
F  11.40  12.00  -15.15
F  13.59  11.33  -14.29
F  10.42  11.74  -12.88
As  10.06  15.93  -14.88
F  11.74  15.88  -14.13
F  10.71  15.17  -16.34
F  8.51  16.20  -15.62
F  9.58  16.69  -13.35
F  10.67  17.51  -15.47
F  9.69  14.39  -14.21
As  16.73  13.65  -12.08
F  16.99  14.78  -10.76
F  15.14  14.46  -12.55
F  16.47  12.58  -13.48
F  18.09  12.61  -11.62
F  15.79  12.59  -11.08
F  17.52  14.74  -13.13
C  14.88  18.08  -13.87
O  14.26  16.84  -13.61
H  15.31  18.09  -14.87
H  14.08  18.82  -13.91
H  15.60  18.29  -13.08
C  13.81  16.52  -19.49
C  13.79  17.11  -18.23
C  13.94  16.32  -17.10
C  14.24  14.95  -17.21
C  14.38  14.41  -18.49
C  13.99  15.16  -19.64
N  14.48  14.15  -16.07
O  14.93  13.06  -16.22
O  14.04  14.54  -14.99
H  13.60  17.04  -20.42
H  13.61  18.16  -18.03
H  13.76  16.88  -16.19
H  14.54  13.37  -18.70
H  14.19  14.75  -20.61
C  12.78  15.54  -5.71
C  13.68  16.09  -6.63
C  14.12  15.36  -7.74
C  13.49  14.16  -8.02
C  12.68  13.56  -7.08
C  12.29  14.25  -5.93
N  13.64  13.55  -9.38
O  13.76  12.37  -9.41
O  13.60  14.34  -10.31
H  12.31  16.06  -4.89
H  13.98  17.12  -6.51
H  14.86  15.79  -8.40
H  12.22  12.60  -7.28
H  11.67  13.76  -5.20
C  11.50  19.89  -8.54
C  11.46  19.83  -9.94
C  11.46  18.60  -10.59
C  11.32  17.42  -9.86
C  11.21  17.45  -8.47
C  11.23  18.69  -7.86
N  11.34  16.11  -10.55
O  10.78  15.20  -10.01
O  12.03  16.03  -11.54
H  11.68  20.74  -7.90
H  11.66  20.71  -10.53
H  11.40  18.59  -11.67
H  10.96  16.57  -7.89
H  11.21  18.66  -6.78



Formula: C19H18BrCl2CrN7O4
Source: the Open Molecules 2025 dataset
Level of theory: ωB97M-V/def2-TZVPD

* 2S+1: 4
* frontier orbital gap (alpha / beta): 0.2706 / 0.2701 Ha
* relative energy (zero: lowest compared OMol25 entry of this formula, charge and spin): 15.63 kcal per mole
* LUMO level (alpha / beta): -3.59 / -3.61 eV
* charge: +1
* HOMO energy (alpha / beta): -11.0 / -11.0 eV

Geometry (Å):
Cr  0.74  1.35  0.39
O  -1.16  -0.96  4.83
C  0.14  -0.68  5.16
C  0.72  -1.09  6.35
C  2.05  -0.80  6.60
C  2.81  -0.10  5.67
C  2.22  0.31  4.48
C  0.88  0.03  4.22
C  0.22  0.48  2.95
O  1.02  1.35  2.22
N  -0.08  -0.71  2.11
N  0.04  -0.58  0.80
C  -0.07  -1.60  0.02
C  -0.09  -1.45  -1.44
Br  2.42  0.75  -1.10
C  0.27  -2.38  -2.31
C  0.19  -2.23  -3.79
C  1.19  -1.54  -4.48
C  1.11  -1.39  -5.86
C  0.03  -1.93  -6.55
C  -0.95  -2.63  -5.87
C  -0.87  -2.79  -4.50
H  -1.61  -1.34  5.59
H  0.13  -1.65  7.07
H  2.50  -1.13  7.53
H  3.85  0.12  5.86
H  2.78  0.87  3.75
H  -0.74  0.95  3.18
H  -0.16  -1.63  2.52
H  -0.21  -2.59  0.44
H  0.64  -3.31  -1.90
H  2.04  -1.15  -3.93
H  1.89  -0.86  -6.39
H  -0.03  -1.80  -7.63
H  -1.78  -3.07  -6.42
H  -1.63  -3.35  -3.96
N  -3.35  1.72  -2.42
N  -2.16  1.08  -2.42
N  -1.11  1.60  -3.06
C  -0.16  0.75  -2.74
N  -0.66  -0.20  -1.93
N  -1.97  0.01  -1.75
H  -3.46  2.31  -3.23
H  -4.12  1.11  -2.16
H  0.87  0.83  -3.04
Cl  -2.00  5.39  0.16
C  -0.74  4.76  1.24
Cl  -1.31  4.56  2.89
C  -0.27  3.43  0.68
O  0.89  3.34  0.17
O  -0.99  2.38  0.73
H  0.08  5.46  1.24



Formula: C19H18BrEuIN2O2
Source: the Open Molecules 2025 dataset
Level of theory: ωB97M-V/def2-TZVPD

* 2S+1: 8
* frontier orbital gap (alpha / beta): 0.2404 / 0.2508 Ha
* relative energy (zero: lowest compared OMol25 entry of this formula, charge and spin): 8.46 kcal per mole
* LUMO level (alpha / beta): -0.67 / -0.66 eV
* HOMO energy (alpha / beta): -7.2 / -7.5 eV

Geometry (Å):
C  -4.41  0.92  -0.06
C  -3.59  2.13  -0.50
H  -4.94  0.47  -0.91
H  -5.19  1.29  0.62
H  -3.91  0.11  0.52
H  -2.78  1.96  -1.23
H  -4.29  2.78  -1.02
H  -3.22  2.70  0.36
C  -0.38  -3.05  -1.42
C  0.22  -4.12  -2.08
C  1.25  -3.86  -2.99
C  1.67  -2.55  -3.16
H  -1.12  -3.20  -0.62
H  -0.12  -5.13  -1.86
H  1.72  -4.67  -3.55
H  2.52  -2.29  -3.79
N  -0.10  -1.78  -1.74
C  0.98  -1.50  -2.51
C  1.38  -0.08  -2.63
N  0.57  0.84  -2.03
C  0.96  2.12  -2.01
C  2.92  1.67  -3.36
C  2.10  2.59  -2.69
H  0.32  2.80  -1.44
H  2.32  3.64  -2.68
C  2.56  0.32  -3.31
H  3.20  -0.43  -3.78
H  3.80  2.01  -3.91
Eu  -1.61  -0.08  -0.52
I  -3.06  -2.39  1.07
Br  -2.25  0.41  3.70
C  -0.38  0.70  4.00
C  0.04  0.98  5.30
C  1.41  0.92  5.57
C  2.30  0.37  4.63
C  1.86  0.07  3.35
C  0.55  0.38  3.00
C  0.10  0.27  1.57
O  -0.49  1.29  1.05
O  0.25  -0.84  0.98
H  -0.70  1.22  6.05
H  1.75  1.24  6.54
H  3.33  0.18  4.91
H  2.48  -0.43  2.61



Formula: C19H18BrIrN4OS
Source: the Open Molecules 2025 dataset
Level of theory: ωB97M-V/def2-TZVPD

* 2S+1: 5
* frontier orbital gap (alpha / beta): 0.2344 / 0.1798 Ha
* relative energy (zero: lowest compared OMol25 entry of this formula, charge and spin): 0.00 kcal per mole
* LUMO level (alpha / beta): -6.31 / -9.04 eV
* charge: +2
* HOMO energy (alpha / beta): -12.7 / -13.9 eV

Geometry (Å):
Ir  0.88  2.28  1.87
Br  -2.78  -4.94  -7.27
C  -2.61  -4.66  -5.33
C  -1.45  -5.19  -4.77
C  -1.13  -4.94  -3.44
C  -1.93  -3.91  -2.80
C  -3.14  -3.41  -3.39
C  -3.50  -3.82  -4.66
N  -1.48  -3.25  -1.69
N  -0.34  -3.46  -1.12
C  0.13  -2.42  -0.35
C  0.84  -2.75  0.82
C  1.29  -1.83  1.82
C  1.24  -0.44  1.58
O  1.87  0.48  2.28
C  0.28  -0.12  0.54
N  -0.03  1.20  0.47
C  -0.95  1.66  -0.38
C  -1.39  0.89  -1.48
C  -0.97  -0.47  -1.50
C  -0.23  -1.03  -0.49
H  -0.83  -5.77  -5.42
H  -0.30  -5.29  -2.86
H  -3.74  -2.92  -2.61
H  -4.35  -3.40  -5.21
H  1.17  -3.78  0.93
H  1.57  -2.22  2.76
H  -1.29  2.73  -0.23
H  -2.07  1.22  -2.24
H  -1.52  -1.07  -2.31
C  4.19  2.32  4.75
C  3.22  2.75  3.79
N  2.26  2.78  3.11
H  3.75  1.74  5.55
H  4.78  3.17  5.10
H  4.85  1.65  4.18
C  0.97  5.32  0.98
S  -0.13  4.25  1.82
C  -0.16  4.91  3.52
H  0.69  5.29  -0.04
H  2.03  4.98  0.95
H  0.83  6.35  1.32
H  0.83  5.37  3.76
H  -0.39  4.02  4.10
H  -0.93  5.70  3.59



Formula: C19H18FNO5S
Source: the Open Molecules 2025 dataset
Level of theory: ωB97M-V/def2-TZVPD

* frontier orbital gap: 0.3565 Ha
* relative energy (zero: lowest compared OMol25 entry of this formula, charge and spin): 6.14 kcal per mole
* LUMO level: 0.30 eV
* HOMO energy: -9.4 eV

Geometry (Å):
O  1.52  2.89  0.65
C  1.73  2.15  -0.28
C  0.95  2.32  -1.59
O  -0.44  2.49  -1.30
C  -0.92  1.59  -0.47
O  -0.26  0.76  0.10
C  -2.42  1.70  -0.26
C  -2.75  2.29  1.13
C  -3.88  1.39  1.63
C  -3.48  0.03  1.06
N  -2.99  0.37  -0.25
S  -2.42  -0.75  -1.33
O  -1.91  0.01  -2.43
O  -3.49  -1.68  -1.56
C  -1.12  -1.72  -0.55
C  -1.50  -2.58  0.47
C  -0.55  -3.33  1.14
C  0.79  -3.24  0.78
C  1.17  -2.42  -0.27
C  0.21  -1.67  -0.92
F  0.61  -0.91  -1.95
C  2.73  1.07  -0.23
C  3.00  0.49  1.01
C  3.92  -0.54  1.12
C  4.60  -0.99  -0.01
C  4.35  -0.40  -1.24
C  3.42  0.61  -1.36
H  1.06  1.46  -2.25
H  1.25  3.24  -2.10
H  -2.85  2.28  -1.08
H  -1.87  2.19  1.77
H  -3.03  3.33  1.06
H  -4.83  1.70  1.21
H  -3.95  1.38  2.72
H  -2.70  -0.43  1.68
H  -4.32  -0.67  0.96
H  -2.54  -2.65  0.71
H  -0.85  -3.99  1.94
H  1.53  -3.83  1.30
H  2.20  -2.35  -0.58
H  2.47  0.85  1.87
H  4.11  -0.99  2.08
H  5.32  -1.79  0.07
H  4.88  -0.74  -2.12
H  3.25  1.07  -2.32



Formula: C19H18GaNOS
Source: the Open Molecules 2025 dataset
Level of theory: ωB97M-V/def2-TZVPD

* frontier orbital gap (alpha / beta): 0.2021 / 0.2021 Ha
* relative energy (zero: lowest compared OMol25 entry of this formula, charge and spin): 55.35 kcal per mole
* LUMO level (alpha / beta): -0.52 / -0.52 eV
* HOMO energy (alpha / beta): -6.0 / -6.0 eV

Geometry (Å):
C  -0.20  -0.34  4.35
C  0.00  1.09  4.00
C  -0.73  1.31  2.77
H  0.53  1.82  4.61
C  -1.41  0.12  2.44
C  -1.16  -0.86  3.42
H  -1.66  -1.83  3.50
H  0.07  -0.77  5.31
H  -0.83  2.28  2.27
H  -2.15  0.03  1.65
C  3.52  0.64  0.00
C  4.19  0.38  1.16
C  3.74  -0.93  1.75
H  4.93  0.99  1.66
C  2.57  -1.26  0.86
C  2.50  -0.36  -0.18
H  1.85  -0.42  -1.05
H  3.71  1.42  -0.75
H  4.49  -1.70  1.91
H  1.92  -2.11  1.03
Ga  1.46  0.14  3.09
O  -1.15  0.07  -1.18
C  -1.19  1.52  -1.28
C  -2.32  0.56  -1.71
H  -1.29  2.02  -0.32
H  -0.65  1.99  -2.10
H  -3.21  0.60  -1.07
H  -4.56  -0.39  -2.81
C  -3.72  -0.40  -3.50
C  -2.49  0.17  -3.10
C  -1.35  0.17  -3.93
H  -0.42  0.60  -3.56
C  -1.41  -0.51  -5.14
H  -0.51  -0.61  -5.74
C  -2.64  -1.07  -5.55
H  -2.69  -1.60  -6.51
C  -3.79  -1.02  -4.73
H  -4.73  -1.49  -5.04
S  3.72  0.65  5.74
C  3.75  -0.10  4.36
N  3.35  -0.77  3.39



Result set for DFT total energy: -298652.71818; -162117.37951; -124545.48858; -111699.16802; -45274.98466; -86736.66721 eV, one per record in the order listed.